Entry P
Computed, not measured: a structure of composition C21H26N5O3S2Sr, with ωB97M-V/def2-TZVPD.

Computed properties:
expectation value of S² = 0.7641
highest occupied orbital energy (spin up / spin down) = 1.59 / -2.13 eV
E_LUMO (spin up / spin down) = 4.60 / 4.60 eV
gap between HOMO and LUMO (spin up / spin down) = 3.02 / 6.73 eV
multiplicity = 2
charge = -2

The geometry in XYZ format:
```
58
Properties=species:S:1:pos:R:3:lowdin_spin:R:1
Sr -0.6104 0.1682 1.3283 0.003
N 0.2957 -2.1769 0.2569 0.001
C 1.5476 -2.1333 -0.4808 0.001
C 2.6044 -1.3299 0.2762 0.003
N 2.1655 0.0004 0.6865 0.003
C 2.5462 1.0883 -0.1930 0.001
C 1.7387 1.0981 -1.4904 0.000
N 0.3039 1.0738 -1.2375 0.000
H 0.3883 -2.5994 1.1869 0.001
H -0.4317 -2.6413 -0.2742 0.000
H 1.3400 -1.6894 -1.4585 0.000
H 1.9786 -3.1293 -0.6686 0.001
H 3.5181 -1.2716 -0.3375 0.000
H 2.8615 -1.8836 1.1830 0.002
H 2.4732 0.1731 1.6403 0.002
H 3.6170 1.0489 -0.4625 0.001
H 2.3767 2.0275 0.3403 0.000
H 2.0024 0.2155 -2.0774 0.000
H 2.0564 1.9696 -2.0804 0.000
H -0.2130 0.6389 -1.9903 0.000
H -0.1017 1.9949 -1.0728 0.000
S -1.6684 3.3374 0.2501 0.000
C -0.3098 3.6644 1.2701 0.000
C 0.2484 4.9587 1.3875 0.000
C 1.3083 5.1740 2.2372 0.000
C 1.8257 4.1144 2.9840 0.001
C 1.2448 2.8712 2.8127 0.000
N 0.2270 2.6485 1.9764 0.000
H -0.1800 5.7614 0.8030 0.000
H 1.7350 6.1682 2.3287 0.000
H 2.6503 4.2462 3.6715 0.000
H 1.5791 1.9901 3.3540 0.001
O -2.6021 -1.2251 1.5295 0.000
N -2.6468 -2.5194 1.3279 0.000
C -2.3667 -3.3186 2.3825 0.001
C -2.4484 -4.6841 2.2970 0.000
C -2.8130 -5.2504 1.0743 0.000
C -3.0437 -4.4320 -0.0021 0.000
C -2.9375 -3.0236 0.0756 0.000
S -3.1041 -2.0008 -1.2700 0.000
H -2.0175 -2.7822 3.2514 0.001
H -2.1961 -5.2835 3.1596 0.000
H -2.8886 -6.3267 0.9687 0.000
H -3.2965 -4.8352 -0.9723 0.000
O 0.2432 -2.1953 3.1160 0.075
C 1.0833 -1.2776 3.4152 0.109
O 0.7321 -0.0233 3.3850 0.059
C 2.4570 -1.5984 3.7200 0.185
C 3.4476 -0.5896 3.9662 0.102
C 4.7773 -0.9062 4.1080 0.047
C 5.2387 -2.2409 4.0383 0.216
C 4.2626 -3.2519 3.8375 0.053
C 2.9332 -2.9509 3.6913 0.091
H 3.1324 0.4453 4.0455 0.010
H 5.4907 -0.1045 4.2867 -0.001
H 6.2890 -2.4827 4.1456 0.022
H 4.5758 -4.2930 3.8014 -0.001
H 2.2047 -3.7379 3.5324 0.009
```

***

Entry Q
Computed, not measured: a structure of composition C21H26N5O3S2Sr, with ωB97M-V/def2-TZVPD.

Computed properties:
expectation value of S² = 0.7660
highest occupied orbital energy (spin up / spin down) = 1.61 / -2.18 eV
E_LUMO (spin up / spin down) = 4.42 / 4.41 eV
gap between HOMO and LUMO (spin up / spin down) = 2.81 / 6.59 eV
multiplicity = 2
charge = -2

The geometry in XYZ format:
```
58
Properties=species:S:1:pos:R:3:lowdin_spin:R:1
Sr -0.8006 0.5993 -0.1973 0.006
N -1.0745 -0.0463 2.6025 0.002
C -0.5272 -1.3105 3.0739 0.001
C -0.4938 -2.3307 1.9314 0.001
N 0.0718 -1.8129 0.7030 0.002
C 1.4632 -2.0699 0.3961 0.000
C 2.4007 -0.9693 0.8929 0.000
N 1.9975 0.3081 0.3182 0.000
H -1.1950 0.6323 3.3421 0.000
H -1.9793 -0.1818 2.1394 0.001
H -1.0993 -1.7600 3.9005 0.001
H 0.4888 -1.1330 3.4453 0.000
H -1.5226 -2.6362 1.7172 0.001
H 0.0497 -3.2262 2.2735 0.000
H -0.5482 -1.9950 -0.0891 0.001
H 1.5673 -2.1182 -0.6922 0.000
H 1.7957 -3.0387 0.8042 0.000
H 3.4323 -1.2573 0.6390 0.000
H 2.3378 -0.8980 1.9846 0.000
H 2.0725 0.2693 -0.7027 0.000
H 2.5867 1.0712 0.6248 0.000
S -1.8109 3.5475 -0.6525 0.001
C -0.7627 3.8093 0.6916 0.000
C -0.5884 5.0899 1.2863 0.000
C 0.2381 5.2465 2.3669 0.000
C 0.9196 4.1422 2.8934 0.000
C 0.7101 2.9312 2.2638 0.000
N -0.0858 2.7623 1.2124 0.000
H -1.1287 5.9249 0.8604 0.000
H 0.3624 6.2278 2.8149 0.000
H 1.5794 4.2205 3.7469 0.000
H 1.2007 2.0256 2.6138 0.000
O 0.5098 0.7443 -2.0719 0.000
N 0.4889 0.6130 -3.3760 0.000
C -0.5843 1.1085 -4.0328 0.000
C -0.7017 1.0232 -5.3924 0.000
C 0.3312 0.3961 -6.0982 0.000
C 1.4104 -0.0967 -5.4178 0.000
C 1.5428 -0.0013 -4.0095 0.000
S 2.8766 -0.5993 -3.1417 0.000
H -1.3127 1.5727 -3.3855 0.000
H -1.5791 1.4276 -5.8748 0.000
H 0.2778 0.2938 -7.1758 0.000
H 2.2233 -0.5901 -5.9324 0.000
O -3.0025 -0.1679 0.3766 0.073
C -2.9562 -1.2275 -0.3890 0.139
O -1.9479 -1.3590 -1.2138 0.074
C -3.9452 -2.2384 -0.2794 0.163
C -5.0803 -2.0967 0.5912 0.102
C -6.0091 -3.0974 0.7241 0.042
C -5.9010 -4.3156 0.0166 0.210
C -4.7980 -4.4613 -0.8551 0.043
C -3.8589 -3.4734 -1.0083 0.101
H -5.1850 -1.1688 1.1387 0.010
H -6.8576 -2.9417 1.3869 -0.002
H -6.6374 -5.1019 0.1303 0.021
H -4.6890 -5.3809 -1.4262 -0.002
H -3.0275 -3.6019 -1.6895 0.010
```

***

Which one sits at the bottom of the stability order? entry Q does.

***

Entry P
Computed, not measured: the molecule C3H7NS, with ωB97M-V/def2-TZVPD.

Computed properties:
structure (SMILES) = SN1CCC1
highest occupied orbital energy = -8.27 eV
E_LUMO = 1.01 eV
gap between HOMO and LUMO = 9.28 eV

The geometry in XYZ format:
```
12
Properties=species:S:1:pos:R:3:lowdin_charge:R:1
S -2.3247 -0.1077 0.2167 0.758
N -0.7305 -0.0692 -0.2295 -0.659
C 0.1834 1.0213 0.0186 -0.226
C 1.3295 -0.0287 0.1948 -0.097
C 0.2035 -1.0877 0.0647 -0.248
H -2.6422 0.1366 -1.0815 -0.123
H -0.1700 1.5480 0.8895 0.081
H 0.2043 1.7795 -0.8366 0.124
H 1.9740 0.1191 -0.5902 0.064
H 1.7948 -0.0865 1.2230 0.122
H 0.1111 -1.6455 -0.8651 0.113
H 0.0667 -1.5791 0.9957 0.091
```

***

Entry Q
Computed, not measured: the molecule C3H7NS, with ωB97M-V/def2-TZVPD.

Computed properties:
structure (SMILES) = C[C@@H]1CN1S
highest occupied orbital energy = -8.88 eV
E_LUMO = -0.02 eV
gap between HOMO and LUMO = 8.87 eV

The geometry in XYZ format:
```
12
Properties=species:S:1:pos:R:3:lowdin_charge:R:1
C 0.0732 1.2230 -1.2804 -0.034
C -0.1785 0.4988 0.0494 -0.394
C 0.8232 -0.2958 0.8014 -0.173
N -0.1899 -0.9535 -0.0280 -0.255
S -1.6392 -2.0865 0.9605 0.582
H 0.5887 0.7190 -1.9960 0.046
H 0.6316 2.0642 -1.0338 0.057
H -0.7427 1.6112 -1.8025 0.059
H -0.8559 1.0332 0.7286 0.134
H 1.7486 -0.3576 0.2060 0.117
H 0.6126 -0.4637 1.8491 0.095
H -0.8718 -2.9923 1.5456 -0.235
```

***

Entry R
Computed, not measured: a structure of composition C3H7NS, with ωB97M-V/def2-TZVPD.

Computed properties:
highest occupied orbital energy = -8.95 eV
E_LUMO = 0.09 eV
gap between HOMO and LUMO = 9.04 eV

The geometry in XYZ format:
```
12
Properties=species:S:1:pos:R:3:lowdin_charge:R:1
C -1.0537 -1.4002 0.3001 -0.155
C -0.2914 -0.0910 -0.1157 -0.720
C 0.9333 0.5424 0.9276 -0.226
H -2.4164 -0.9828 -0.3066 0.187
H -0.2565 -2.3076 -0.4621 0.170
H -1.0918 -1.4986 1.7256 0.151
H 1.8815 1.3455 0.0660 0.033
H -0.0822 1.3590 1.5170 0.156
H 1.3310 -0.5027 1.7522 0.134
H 0.3176 1.8449 -2.6741 -0.053
N -0.1845 0.1835 -1.3526 -0.329
S 0.9130 1.5074 -1.3775 0.652
```

***

Which one sits at the bottom of the stability order? entry R does.

***

Entry P
Computed, not measured: the molecule C2H8NO2P, with ωB97M-V/def2-TZVPD.

Computed properties:
structure (SMILES) = C[NH2+]CP([O-])O
highest occupied orbital energy = -7.10 eV
E_LUMO = 0.24 eV
gap between HOMO and LUMO = 7.34 eV

The geometry in XYZ format:
```
14
Properties=species:S:1:pos:R:3:lowdin_charge:R:1
C 1.3494 0.6643 0.0076 -0.028
N 0.1136 -0.0752 -0.3277 -0.119
C -0.6491 -0.5220 0.8731 -0.262
P -1.4276 -2.2023 0.0520 0.574
O -2.5572 -2.6759 0.8354 -0.485
O -2.1027 -1.3419 -1.2732 -0.314
H 1.3625 1.6547 -0.3881 0.075
H 1.4166 0.6099 1.0876 0.083
H 2.2764 0.1671 -0.5417 0.140
H -0.4579 0.4578 -0.9575 0.142
H 0.3335 -0.8362 -0.9445 0.090
H -0.0066 -0.9907 1.5341 0.034
H -1.4360 0.1797 1.2484 0.112
H -2.9589 -1.6127 -1.2974 -0.041
```

***

Entry Q
Computed, not measured: a cluster of 2 separate species, C2H8NO2P in total, with ωB97M-V/def2-TZVPD.

Computed properties:
highest occupied orbital energy (spin up / spin down) = -9.02 / -8.64 eV
E_LUMO (spin up / spin down) = -1.19 / 0.03 eV
gap between HOMO and LUMO (spin up / spin down) = 7.83 / 8.67 eV

The geometry in XYZ format:
```
14
Properties=species:S:1:pos:R:3:lowdin_charge:R:1
C -1.5580 0.8710 0.6516 -0.214
C -0.0804 -0.5817 -2.6850 0.053
N 2.0791 -0.4092 1.1824 -0.059
O -0.2927 -1.3604 1.8520 -0.350
O 1.0236 0.5559 0.9125 -0.393
P -0.3364 -0.4598 0.7226 0.697
H -2.4896 0.5145 0.1907 0.045
H -1.8747 1.2665 1.6877 0.089
H -1.1187 1.6747 0.1649 0.005
H 0.4367 -1.3884 -3.2285 -0.002
H -1.1532 -0.3159 -2.6426 -0.016
H 0.4190 0.1976 -2.0865 -0.040
H 1.8748 -0.5329 2.1982 0.077
H 3.0704 -0.0320 1.0801 0.107
```

***

Which one sits at the bottom of the stability order? entry Q does.

***

Entry P
Computed, not measured: a cluster of 2 separate species, C14H16O in total, with ωB97M-V/def2-TZVPD.

Computed properties:
structure (SMILES) = Cc1ccc(O)cc1.Cc1ccccc1
highest occupied orbital energy = -8.69 eV
E_LUMO = 0.88 eV
gap between HOMO and LUMO = 9.57 eV

The geometry in XYZ format:
```
31
Properties=species:S:1:pos:R:3:lowdin_charge:R:1
C 1.2706 -2.5185 1.5845 -0.050
C 0.4412 -2.2797 0.3364 -0.314
C 1.0338 -2.2559 -0.9312 -0.040
C 0.2396 -2.2212 -2.0459 -0.007
C -1.1165 -1.9245 -1.9028 -0.332
O -1.7988 -1.5677 -3.0540 0.020
C -1.6911 -1.7932 -0.6687 -0.012
C -0.8923 -2.0034 0.4726 -0.070
H 0.8546 -1.9354 2.4098 0.074
H 2.3405 -2.3585 1.4842 0.075
H 1.0670 -3.5477 1.9016 0.083
H 2.1052 -2.1632 -0.8924 0.110
H 0.5280 -2.3523 -3.0664 0.113
H -2.5898 -2.1255 -3.1378 0.111
H -2.7046 -1.4461 -0.5380 0.116
H -1.4244 -1.8257 1.3974 0.107
C 2.4975 2.1926 -0.2060 -0.041
C 1.2096 2.3459 0.5773 -0.273
C 0.6413 3.6049 0.8198 -0.048
C -0.7091 3.6334 1.1161 -0.100
C -1.3815 2.5200 1.6211 -0.094
C -0.7637 1.2799 1.5280 -0.077
C 0.4856 1.2163 0.9056 -0.052
H 3.3256 2.6593 0.3145 0.075
H 2.3364 2.6602 -1.1764 0.083
H 2.6984 1.1277 -0.3014 0.068
H 1.1913 4.5252 0.6387 0.113
H -1.2891 4.5343 0.9833 0.098
H -2.4134 2.6152 1.9493 0.099
H -1.2006 0.3940 1.9711 0.088
H 0.8570 0.2359 0.7387 0.076
```

***

Entry Q
Computed, not measured: a cluster of 2 separate species, C14H16O in total, with ωB97M-V/def2-TZVPD.

Computed properties:
structure (SMILES) = Cc1ccc(O)cc1.Cc1ccccc1
highest occupied orbital energy = -8.55 eV
E_LUMO = 0.80 eV
gap between HOMO and LUMO = 9.35 eV

The geometry in XYZ format:
```
31
Properties=species:S:1:pos:R:3:lowdin_charge:R:1
C 2.0868 -1.9461 0.2413 -0.090
C 2.3370 -0.8547 -0.7243 -0.296
C 1.4226 -0.5445 -1.7320 -0.052
C 1.6237 0.6567 -2.4419 -0.034
C 2.6324 1.5073 -2.0662 -0.317
O 2.8369 2.7519 -2.6532 0.024
C 3.5587 1.2189 -1.0579 -0.003
C 3.3996 -0.0016 -0.4253 -0.043
H 1.2904 -2.6566 -0.0337 0.079
H 1.7196 -1.6414 1.2171 0.060
H 2.9178 -2.6311 0.6068 0.099
H 0.5717 -1.2034 -1.8905 0.117
H 0.9532 0.7448 -3.2851 0.115
H 1.9728 3.0806 -2.9183 0.099
H 4.2381 2.0295 -0.8447 0.119
H 4.1390 -0.1801 0.3527 0.117
C -2.1763 -0.8280 3.1898 -0.073
C -2.3486 -0.3185 1.7999 -0.283
C -1.2865 -0.0177 0.9227 -0.035
C -1.6264 0.5565 -0.3063 -0.091
C -2.9409 0.7629 -0.7372 -0.087
C -3.9823 0.4483 0.1338 -0.092
C -3.6529 0.0318 1.4039 -0.068
H -1.2742 -1.5113 3.1089 0.092
H -2.9444 -1.4969 3.5992 0.077
H -1.9525 -0.1187 3.9748 0.074
H -0.2350 -0.0964 1.2071 0.105
H -0.7792 0.6133 -0.9877 0.072
H -3.0726 1.2906 -1.6710 0.097
H -5.0120 0.5182 -0.1750 0.098
H -4.4167 -0.1643 2.1922 0.120
```

***

Entry R
Computed, not measured: a cluster of 2 separate species, C14H16O in total, with ωB97M-V/def2-TZVPD.

Computed properties:
structure (SMILES) = Cc1ccc(O)cc1.Cc1ccccc1
highest occupied orbital energy = -8.46 eV
E_LUMO = 0.84 eV
gap between HOMO and LUMO = 9.30 eV

The geometry in XYZ format:
```
31
Properties=species:S:1:pos:R:3:lowdin_charge:R:1
C -1.9537 3.1414 -2.2011 -0.057
C -1.1225 1.8620 -2.2887 -0.287
C -1.5881 0.7386 -2.9339 -0.045
C -0.7150 -0.3537 -3.1317 -0.018
C 0.5598 -0.2871 -2.6021 -0.347
O 1.3531 -1.3938 -2.5027 0.033
C 1.0312 0.8616 -1.9584 -0.035
C 0.1860 1.9484 -1.7748 -0.044
H -1.8967 3.4259 -1.1457 0.076
H -2.9874 3.0066 -2.5060 0.069
H -1.5461 3.9704 -2.7785 0.076
H -2.5548 0.6910 -3.4154 0.109
H -1.1391 -1.1958 -3.6633 0.111
H 0.8506 -2.2214 -2.5258 0.114
H 1.9986 0.8307 -1.4870 0.117
H 0.5100 2.8844 -1.3476 0.114
C 2.6286 -1.3929 3.5034 -0.056
C 1.2664 -1.3533 2.9043 -0.279
C 1.1232 -0.9902 1.5695 -0.052
C -0.0836 -0.6719 0.9002 -0.067
C -1.2376 -0.9674 1.5829 -0.090
C -1.1744 -1.4755 2.9105 -0.093
C 0.0306 -1.5494 3.5513 -0.072
H 2.8368 -2.4584 3.6604 0.086
H 2.6330 -0.9939 4.5193 0.079
H 3.4069 -0.8954 2.9383 0.076
H 2.0100 -1.1257 0.9547 0.107
H -0.1197 -0.0840 -0.0008 0.073
H -2.1737 -0.6299 1.1576 0.096
H -2.0684 -1.4627 3.5176 0.097
H -0.0638 -1.8584 4.5937 0.110
```

***

Entry S
Computed, not measured: a cluster of 2 separate species, C14H16O in total, with ωB97M-V/def2-TZVPD.

Computed properties:
structure (SMILES) = Cc1ccc(O)cc1.Cc1ccccc1
highest occupied orbital energy = -8.38 eV
E_LUMO = 0.79 eV
gap between HOMO and LUMO = 9.17 eV

The geometry in XYZ format:
```
31
Properties=species:S:1:pos:R:3:lowdin_charge:R:1
C -0.2785 -4.4982 -0.3303 -0.067
C -0.8914 -3.1340 -0.2881 -0.290
C -0.1868 -1.9606 -0.5973 -0.032
C -0.7085 -0.7040 -0.4163 -0.004
C -2.0233 -0.6182 0.0862 -0.303
O -2.4944 0.6842 0.1314 0.026
C -2.7546 -1.7474 0.2851 -0.041
C -2.2158 -3.0466 0.1192 -0.041
H 0.5533 -4.5074 -1.0494 0.077
H -1.0133 -5.2276 -0.6591 0.072
H 0.1323 -4.9301 0.5761 0.076
H 0.7365 -2.1299 -1.1562 0.115
H -0.0727 0.1559 -0.3316 0.073
H -3.4360 0.7409 -0.0280 0.101
H -3.6648 -1.7642 0.9127 0.121
H -2.8737 -3.8944 0.3048 0.113
C 0.9617 3.4259 2.0441 -0.075
C 1.3017 2.8843 0.7047 -0.280
C 0.2340 2.4801 -0.1220 -0.053
C 0.5328 1.9058 -1.3669 -0.116
C 1.8299 1.4800 -1.6080 -0.114
C 2.8742 1.7731 -0.7489 -0.086
C 2.6057 2.5139 0.4003 -0.053
H 0.5685 4.4820 2.0069 0.094
H 1.8075 3.4383 2.7578 0.079
H 0.1329 2.9370 2.5627 0.077
H -0.8056 2.6244 0.1485 0.107
H -0.2166 1.7706 -2.1432 0.116
H 2.1212 0.8349 -2.4289 0.102
H 3.8505 1.3276 -0.8874 0.101
H 3.3932 2.7037 1.1211 0.107
```

***

Which one sits at the bottom of the stability order? entry S does.